1.
Density functional theory data (ωB97M-V/def2-TZVPD) for C28H43AuGe2Si3 as an isolated structure.

```
77
Properties=species:S:1:pos:R:3:forces:R:3
Au 0.032 -0.250 0.114 0.33 0.09 0.36
Ge 2.399 1.581 1.436 0.47 0.24 0.13
Ge -1.495 -0.127 -1.728 -0.61 -0.11 -0.76
Si -0.388 -0.009 -3.836 0.35 -0.02 -0.23
Si -2.758 -2.147 -1.705 -0.10 -0.39 0.16
Si -3.061 1.673 -1.678 -0.15 0.39 0.25
C 3.523 1.269 -0.162 -0.17 -0.01 0.16
C 4.328 1.633 -2.418 0.06 -0.02 -0.10
C 4.309 0.115 -0.113 -0.02 -0.02 0.07
C -1.557 -3.619 -1.743 -0.02 0.20 -0.07
C 5.069 1.850 2.779 -0.03 0.06 -0.06
C 1.260 0.064 1.725 -0.36 0.62 0.06
C -0.461 4.516 2.444 -0.01 0.06 0.00
C -1.479 -0.137 -5.391 -0.03 0.00 0.25
C 1.380 3.300 1.425 -0.05 -0.49 -0.11
C -4.032 -2.414 -3.092 0.15 0.15 0.07
C 1.550 4.366 0.546 0.15 0.02 0.01
C -4.358 1.709 -3.071 0.22 -0.18 0.05
C 3.189 1.825 4.249 -0.03 -0.01 -0.04
C 5.095 -0.273 -1.187 0.06 -0.02 -0.05
C 5.408 1.951 5.159 0.00 0.01 0.01
C -3.680 -2.288 -0.049 0.07 0.15 -0.13
C 0.910 -1.391 -3.931 -0.16 0.07 0.09
C 5.923 1.922 3.872 0.07 0.03 0.06
C -0.275 5.567 1.556 -0.01 -0.03 0.03
C -2.138 3.333 -1.715 0.05 -0.21 -0.04
C 0.354 3.397 2.368 -0.02 -0.07 0.00
C 0.579 1.619 -3.956 -0.16 -0.05 0.08
C 5.108 0.490 -2.348 -0.02 0.00 0.05
C 3.545 2.015 -1.336 -0.06 0.10 0.00
C 4.033 1.904 5.347 0.02 0.02 0.04
C 0.732 5.486 0.607 -0.03 0.09 -0.02
C -4.009 1.650 -0.031 0.12 -0.13 -0.11
C 3.687 1.801 2.946 -0.10 -0.13 -0.17
H -4.954 0.793 -3.062 0.00 0.01 -0.02
H -4.452 -1.520 0.035 0.00 -0.02 0.02
H 0.875 6.299 -0.096 0.02 -0.01 0.00
H -2.028 -1.082 -5.394 0.00 0.02 -0.02
H 5.712 0.186 -3.194 0.00 0.00 0.00
H 3.621 1.923 6.349 0.00 0.00 -0.01
H -2.216 0.670 -5.407 0.00 -0.02 -0.02
H 2.337 4.342 -0.198 -0.02 0.01 0.03
H -0.896 -0.081 -6.314 0.08 0.01 0.03
H -2.970 -2.129 0.767 -0.01 0.01 0.00
H -4.648 2.526 0.109 0.02 0.04 -0.09
H -2.795 4.193 -1.559 -0.09 -0.05 0.00
H -4.555 -3.369 -3.000 0.03 -0.02 0.06
H -2.051 -4.581 -1.584 -0.09 0.03 0.00
H 5.691 -1.176 -1.126 -0.01 0.00 0.02
H 2.117 1.771 4.409 0.00 0.00 0.04
H 0.175 2.567 3.043 -0.03 0.00 0.00
H 6.072 2.008 6.014 0.00 -0.01 -0.01
H 1.206 1.718 -3.068 0.02 0.03 0.02
H -1.028 -3.664 -2.699 0.00 -0.02 0.01
H 4.319 2.223 -3.327 -0.02 0.01 0.02
H -4.636 0.759 0.048 0.00 0.02 0.02
H 1.227 1.669 -4.836 -0.03 -0.08 -0.04
H -0.917 6.439 1.601 0.00 0.00 -0.01
H 0.434 -2.374 -3.940 0.02 0.00 0.00
H -4.154 -3.263 0.094 0.02 -0.03 -0.08
H 6.997 1.955 3.722 -0.01 0.00 -0.02
H -4.777 -1.614 -3.080 -0.01 -0.02 -0.03
H -0.096 2.479 -3.983 0.03 -0.01 -0.01
H -5.041 2.557 -2.981 0.04 0.04 0.08
H -3.289 1.620 0.792 -0.02 -0.01 0.00
H -3.538 -2.389 -4.067 -0.03 -0.01 -0.01
H -0.806 -3.485 -0.961 0.01 -0.01 -0.01
H 4.292 -0.498 0.783 0.01 -0.02 -0.03
H -1.622 3.473 -2.669 0.00 0.02 0.03
H 5.487 1.830 1.778 0.01 -0.01 0.01
H -3.870 1.772 -4.047 -0.02 0.00 0.00
H 1.545 -1.341 -3.042 0.00 -0.02 0.00
H 1.553 -1.317 -4.813 -0.05 0.07 -0.04
H -1.380 3.341 -0.927 0.02 0.01 -0.01
H 2.931 2.901 -1.435 -0.01 -0.06 -0.01
H 0.813 0.100 2.726 0.18 -0.30 0.05
H -1.249 4.563 3.186 0.00 -0.01 -0.01
```
Positions in Å, forces in eV/Å.

The gap between HOMO and LUMO (alpha / beta) is 7.03 / 7.22 eV. The LUMO energy (alpha / beta) comes out at 0.10422 / 0.09763 hartree. Its spin multiplicity is 2. Its expectation value of S² is 0.756. The value obtained for the HOMO energy (alpha / beta) is -0.15416 / -0.16776 Eh. As for the total charge: -1. The calculation puts the energy at -6250.8388 Ha. For the max |F|, the calculation gives 0.98 eV/A.

=====

2.
Density functional theory data (ωB97M-V/def2-TZVPD) for one molecule with the formula C28H43BF6N2O6 in a non-equilibrium geometry.

```
86
Properties=species:S:1:pos:R:3:forces:R:3
F -5.038 4.522 4.035 0.11 -0.24 0.09
F -4.937 2.331 3.939 0.19 0.44 0.24
F -0.317 1.582 2.393 0.29 -1.11 -0.28
F 0.157 2.178 0.343 0.22 -0.57 0.11
F -3.753 -1.353 -0.551 0.32 0.11 0.40
F -6.264 3.409 2.638 0.22 0.25 0.16
O 2.768 -1.627 -2.724 -0.13 0.36 0.32
O 0.390 -1.409 3.343 -0.89 0.95 -1.00
O 1.818 0.715 -1.263 0.24 -0.16 0.75
O -3.713 1.293 -0.622 1.15 -1.08 1.44
O 5.235 2.101 1.603 0.19 -0.21 -0.11
O -2.590 1.383 -2.477 1.33 -0.63 0.04
N -2.215 -0.284 1.492 0.41 -0.18 0.78
N 0.085 -0.761 0.961 0.70 1.39 0.74
C 1.605 2.116 -3.365 -0.28 0.12 0.55
C -2.973 2.607 2.118 0.35 -1.18 0.96
C -3.993 4.555 1.188 -0.34 -0.04 0.46
C 5.534 0.725 1.350 -0.75 -0.22 -0.01
C 4.393 -0.172 1.857 0.16 0.21 0.10
C -0.464 0.146 -1.786 0.49 -0.09 0.57
C -1.651 -0.077 -0.793 0.91 -0.15 -1.80
C 1.410 -1.199 -2.682 0.02 -0.55 -1.17
C -0.825 1.582 1.069 -0.06 1.73 0.19
C 0.975 -0.413 -1.439 -1.09 0.33 -0.66
C -1.072 -3.051 2.137 0.51 -0.69 0.92
C -2.712 0.967 -1.305 -2.66 2.07 -0.89
C -2.007 3.600 0.219 0.32 0.04 -0.36
C -3.970 3.548 2.140 0.00 0.03 0.31
C 1.119 -2.773 -0.348 -0.96 -0.83 -0.29
C 1.043 -1.228 -0.094 2.73 -1.39 -1.09
C -5.034 3.462 3.211 -0.52 -0.35 -0.89
C 2.519 -1.086 0.462 0.22 0.62 0.33
C 3.303 -1.578 -4.034 0.63 -0.35 0.18
C 3.012 0.162 1.194 1.18 0.22 0.93
C -1.099 0.114 0.621 -3.33 0.43 0.70
C 2.465 1.389 -2.292 0.60 1.27 -1.74
C -2.419 -1.427 -1.009 -0.70 -0.10 -0.29
C -1.458 -3.437 3.606 -0.18 1.13 -0.37
C -2.622 -1.768 -2.485 0.42 -0.65 -0.19
C -2.993 4.562 0.243 -0.29 0.81 -0.32
C -1.979 2.581 1.160 -0.01 0.50 -1.17
C 0.005 -3.577 -1.034 -0.32 -0.93 -0.37
B -0.211 -1.731 2.145 -0.88 -1.33 0.74
H 0.780 -2.073 -2.908 -0.05 0.24 0.51
H 4.342 -1.915 -3.942 -0.21 0.02 -0.08
H 2.216 2.394 -4.232 0.03 -0.17 0.23
H 0.174 -0.469 3.491 0.84 0.00 0.38
H -0.712 -0.078 -2.823 -0.29 -0.20 0.33
H 4.695 -1.215 1.678 -0.14 0.16 0.00
H -3.166 -2.718 -2.571 0.09 0.19 0.25
H -4.783 5.298 1.248 0.19 -0.01 -0.29
H -2.973 5.353 -0.502 -0.02 -0.18 0.06
H -1.939 -2.545 4.035 0.07 -0.33 0.19
H 2.022 -2.957 -0.940 -0.21 0.58 -0.06
H -0.562 -3.095 -1.830 0.28 0.19 0.22
H -2.208 -4.231 3.637 0.36 -0.10 -0.06
H -3.092 0.085 1.099 0.08 -0.27 -0.47
H -0.417 -3.868 1.792 -0.45 0.07 -0.38
H -0.362 1.233 -1.794 0.18 -0.27 -0.03
H 3.240 0.836 -2.848 -0.38 -0.58 0.52
H 3.209 1.050 0.590 -0.55 -0.34 -0.25
H 6.456 0.450 1.878 -0.05 0.17 -0.27
H 4.341 -0.046 2.946 -0.04 -0.06 -0.19
H 2.784 -2.265 -4.717 -0.05 0.24 0.07
H -1.678 -1.910 -3.024 -0.21 0.15 0.04
H 5.050 2.512 0.755 0.01 0.14 0.15
H 0.750 1.533 -3.718 0.19 0.09 -0.01
H 0.670 -0.064 1.455 0.17 -0.27 -0.17
H -1.278 3.690 -0.579 0.00 -0.29 0.17
H 3.187 -1.262 -0.389 -0.28 0.19 0.04
H 2.759 -1.919 1.141 -0.54 0.09 -0.06
H 5.636 0.569 0.265 0.28 -0.05 0.23
H 1.231 -0.572 -3.572 0.08 0.26 0.46
H 1.379 -3.339 0.560 -0.31 0.56 0.16
H 3.328 -0.555 -4.437 -0.27 -0.18 0.01
H -3.218 -1.009 -2.999 0.24 0.12 0.25
H 2.395 0.520 2.037 -0.27 -0.25 -0.40
H -2.029 -2.253 -0.411 0.38 0.17 -0.30
H 3.042 2.203 -1.826 -0.20 -0.36 0.33
H 1.217 3.051 -2.942 -0.13 -0.24 -0.13
H -2.991 1.863 2.911 0.03 0.13 -0.15
H -0.577 -3.655 4.213 -0.24 -0.17 -0.07
H -2.018 -2.995 1.597 0.49 0.02 -0.48
H 0.474 -4.450 -1.517 0.01 0.25 0.10
H -0.743 -4.033 -0.374 0.23 0.41 0.13
H -2.159 0.169 2.401 0.22 -0.14 -0.01
```
Positions in Å, forces in eV/Å.

As for the SMILES: CCO[C@]1(COC)C[C@@](C(=O)[O-])([C@H](C)F)[C@](N)(C(F)(F)c2cccc(C(F)(F)F)c2)[N@@H+](B(O)CC)[C@]1(CC)CCCCO. The gap between HOMO and LUMO is 7.95 eV. The LUMO energy comes out at 0.00557 hartree. The value obtained for the HOMO energy is -0.28660 Eh. As for the total charge: 0. The calculation puts the energy at -2277.6811 Ha. For the max |F|, the calculation gives 3.48 eV/A.

=====

Question: Among the records above, which one has the highest energy?
Answer: C28H43BF6N2O6